The molecule C5H11NO, computed with the ωB97M-V functional and the def2-TZVPD basis.

**Orbital gap**: 10.41 eV
**LUMO**: 0.9 eV
**Maximum force**: 0.404 eV/Å

Geometry as ORCA input:
```
! RIJCOSX wB97M-V def2-TZVPD def2/J DEFGRID3
* xyz 0 1
H -1.563 -0.904 -0.110
H -0.396 -2.663 1.225
H 2.486 0.715 0.195
C -0.534 1.097 -1.506
C 1.810 1.183 -0.524
H -0.815 -1.680 2.639
H -2.110 -2.406 1.647
C -1.122 -1.942 1.628
H -0.562 2.174 -1.311
C 0.499 0.410 -0.601
H 1.642 2.216 -0.201
H 2.295 1.204 -1.506
N -1.157 -0.745 0.801
O 0.630 0.229 1.807
C -0.005 0.021 0.790
H -1.553 0.717 -1.371
H 0.721 -0.576 -1.041
H -0.265 0.953 -2.559
*
```

---

The molecule C5H11NO in a non-equilibrium geometry, computed with the ωB97M-V functional and the def2-TZVPD basis.

**Orbital gap**: 10.14 eV
**LUMO**: 0.4 eV
**Maximum force**: 6.025 eV/Å

Geometry as ORCA input:
```
! RIJCOSX wB97M-V def2-TZVPD def2/J DEFGRID3
* xyz 0 1
C -0.537 0.744 2.111
O -0.800 -0.290 2.773
H 0.212 0.178 -2.142
H -1.477 -0.189 -2.078
H -0.087 1.736 -1.135
N -0.072 1.813 -0.125
H -1.764 0.670 0.458
H 1.533 -1.132 1.280
C -0.743 0.601 0.512
H 1.657 -2.070 -0.372
H -0.639 -1.475 -2.245
C -0.438 -0.507 -1.651
C 1.283 -1.108 0.182
H -0.926 -1.456 0.224
H 0.297 1.403 2.444
H 1.867 -0.071 -0.128
H 0.933 1.863 0.057
C -0.299 -0.711 -0.166
*
```

---

A structure of composition C5H11NO, computed with the ωB97M-V functional and the def2-TZVPD basis.

**Orbital gap**: 8.28 eV
**LUMO**: 0.9 eV
**Maximum force**: 0.426 eV/Å

Geometry as ORCA input:
```
! RIJCOSX wB97M-V def2-TZVPD def2/J DEFGRID3
* xyz 0 1
H 0.589 0.287 -1.702
H -2.515 1.108 0.738
N 0.015 0.026 0.478
H 2.209 -1.226 -1.779
O -0.438 0.674 -1.629
C -2.321 0.558 -0.188
C 2.043 -0.220 -1.401
C -0.838 0.394 -0.422
H -2.821 -0.414 -0.122
H 2.501 0.588 -1.969
H -0.240 -1.612 1.750
H 0.249 -0.112 2.552
H -1.424 -0.320 2.005
H 2.064 -0.845 0.685
H 2.083 0.947 0.390
H -2.735 1.112 -1.031
C -0.377 -0.522 1.753
C 1.874 -0.039 -0.024
*
```

---

A cluster of 3 separate species, C5H11NO in total in a non-equilibrium geometry, computed with the ωB97M-V functional and the def2-TZVPD basis.

**Orbital gap**: 9.90 eV
**LUMO**: 0.8 eV
**Maximum force**: 3.417 eV/Å

Geometry as ORCA input:
```
! RIJCOSX wB97M-V def2-TZVPD def2/J DEFGRID3
* xyz 0 1
H 2.296 1.264 -0.314
H 0.482 -0.350 -1.086
N -0.998 1.861 0.681
H -2.517 0.143 -2.309
H -1.491 2.045 1.551
C 2.019 0.359 0.217
O -1.576 0.807 -0.023
C -2.591 -0.760 -1.766
H 2.664 1.085 2.086
H -1.711 -0.223 0.249
C -2.585 -1.631 -0.919
C 2.224 0.276 1.522
H 1.181 -1.599 -0.031
H 2.084 -0.993 -1.430
H -2.832 -2.650 -0.753
H 1.958 -0.609 2.083
C 1.404 -0.711 -0.624
H -0.011 1.686 0.866
*
```

---

The molecule C5H11NO in a non-equilibrium geometry, computed with the ωB97M-V functional and the def2-TZVPD basis.

**Orbital gap**: 10.21 eV
**LUMO**: 0.7 eV
**Maximum force**: 7.328 eV/Å

Geometry as ORCA input:
```
! RIJCOSX wB97M-V def2-TZVPD def2/J DEFGRID3
* xyz 0 1
C -0.274 0.378 0.733
H 0.999 -3.081 -1.992
N 0.749 -1.358 -0.963
H -1.304 2.161 1.627
H -0.796 2.486 0.104
H -0.098 0.586 -1.300
H 1.409 1.708 0.734
C 0.222 -2.665 -1.352
H -1.180 -0.691 -0.858
O -0.991 -2.716 -1.671
C -0.230 -0.262 -0.665
C 1.098 0.840 1.377
C -1.150 1.690 0.650
H -0.655 -0.439 1.334
H -2.109 1.261 0.105
H 1.781 0.052 1.297
H 1.594 -1.056 -1.519
H 0.936 1.107 2.360
*
```

---

The molecule C5H11NO, computed with the ωB97M-V functional and the def2-TZVPD basis.

**Orbital gap**: 10.47 eV
**LUMO**: 0.9 eV
**Maximum force**: 0.516 eV/Å

Geometry as ORCA input:
```
! RIJCOSX wB97M-V def2-TZVPD def2/J DEFGRID3
* xyz 0 1
H 0.538 -1.401 2.008
O 0.979 0.147 -1.729
H -1.490 1.342 -0.303
H -1.020 0.455 1.734
H 1.493 0.941 2.420
H -2.095 0.661 -2.453
H 2.722 -0.236 1.909
C -1.343 -0.118 -2.292
C 1.820 0.299 1.593
N -0.557 0.948 -0.222
H 1.079 -1.288 0.341
H 2.084 0.940 0.747
H -1.818 -0.909 -1.688
H -1.016 -0.535 -3.244
C 0.734 -0.692 1.193
C -0.609 -0.056 0.857
C -0.179 0.364 -1.456
H -1.321 -0.863 0.584
*
```

---

Which of these has the highest maximum force?
number 5